Record 1
C3H4FNS | wB97M-V/def2-TZVPD

structure (SMILES) = N#C[C@H](F)CS
gap between HOMO and LUMO = 10.12 eV
charge = 0
relative energy (zero: lowest compared OMol25 entry of this formula, charge and spin) = 2.6670 eV

XYZ file:
```
10
Properties=species:S:1:pos:R:3:forces:R:3:nbo_charge:R:1
C -0.777 -0.004 -0.554 -5.243 3.486 -3.034 -0.59
C 0.641 0.157 -0.009 1.473 2.370 -3.065 0.11
C 1.735 -0.197 -1.018 2.783 2.507 -3.422 0.21
H -1.549 -0.747 1.648 -0.526 0.740 -0.481 0.14
H -1.383 -0.767 -1.463 3.006 1.653 3.141 0.30
H -1.154 1.110 -1.108 1.770 -3.118 1.235 0.25
H 0.974 1.247 0.349 -1.435 -1.920 -1.092 0.23
N 2.594 0.040 -1.816 -3.508 -1.587 3.274 -0.28
F 0.836 -0.615 1.001 0.252 -2.656 3.602 -0.32
S -2.010 0.292 0.860 1.426 -1.475 -0.158 -0.04
```
Forces are in eV/Å.

Record 2
C3H4FeLiO4 | wB97M-V/def2-TZVPD

gap between HOMO and LUMO (alpha / beta) = 7.88 / 7.30 eV
spin multiplicity = 5
charge = +1
relative energy (zero: lowest compared OMol25 entry of this formula, charge and spin) = 0.0000 eV
<S²> = 6.0080

XYZ file:
```
13
Properties=species:S:1:pos:R:3:forces:R:3:mulliken_spin:R:1
H -0.485 -0.127 1.946 0.027 0.251 0.028 0.00
C -0.226 0.897 1.662 0.288 -0.310 0.533 0.00
C 0.244 1.862 2.644 -0.153 0.181 0.363 0.00
O 1.152 1.198 1.753 -0.131 -0.203 -0.303 0.00
H 0.092 2.924 2.435 0.027 -0.314 0.040 0.00
H 0.332 1.580 3.695 0.003 0.112 -0.246 0.00
O -0.867 1.360 0.540 -1.185 -1.021 -1.415 0.00
H -1.433 0.652 0.113 1.067 1.355 1.121 0.00
O 0.244 -1.475 -2.404 0.951 0.672 -0.039 -0.01
C -0.624 -0.793 -2.018 -2.800 -1.423 -0.030 0.00
Li 1.086 -2.850 -3.504 0.015 0.147 0.120 -0.03
Fe 2.165 -4.807 -5.158 0.015 -0.027 -0.023 4.04
O -1.680 -0.421 -1.705 1.875 0.579 -0.149 0.00
```
Forces are in eV/Å.

Record 3
C3H4GdO2 | wB97M-V/def2-TZVPD

gap between HOMO and LUMO (alpha / beta) = 7.71 / 6.76 eV
spin multiplicity = 8
charge = +1
relative energy (zero: lowest compared OMol25 entry of this formula, charge and spin) = 5.7768 eV
<S²> = 15.8145

XYZ file:
```
10
Properties=species:S:1:pos:R:3:forces:R:3:mulliken_spin:R:1
H 5.078 0.111 -0.221 0.225 0.232 -0.255 -0.01
O 0.017 1.151 -0.080 -1.555 1.127 -0.311 0.08
O -0.207 -0.980 0.162 -0.879 0.688 -0.194 0.10
C -1.504 0.990 -0.051 2.726 -1.894 2.144 0.90
C -1.570 -0.480 -0.269 -0.371 -1.013 -0.971 -0.01
C 0.603 0.031 0.130 0.287 -0.508 -0.206 -0.04
H -1.712 1.196 1.014 -0.820 1.172 -0.862 0.04
H -2.328 -1.003 0.325 0.319 0.263 -0.091 0.01
H -1.626 -0.815 -1.317 -0.234 0.270 0.296 0.03
Gd 3.249 -0.201 0.307 0.303 -0.336 0.450 5.89
```
Forces are in eV/Å.